A structure of composition C27H35LiNTe. Source: the Open Molecules 2025 dataset; level of theory: wB97M-V/def2-TZVPD.

The geometry in ORCA input format:
```
! wB97M-V def2-TZVPD RIJCOSX def2/J DEFGRID3
* xyz -1 1
Li 1.0107 0.6688 -0.8331
C 3.3224 2.7056 5.9825
C 3.1033 2.7348 4.4924
C 1.8453 2.9363 3.9497
C 1.6297 2.9722 2.5720
C 0.2279 3.2101 2.0791
C 2.7077 2.8042 1.6900
Te 2.4295 2.8590 -0.4199
C 3.9898 2.6027 2.2315
C 5.1951 2.4044 1.3539
C 4.1635 2.5713 3.6111
H 2.3729 2.6830 6.5179
H 3.8726 3.5883 6.3180
H 3.8997 1.8292 6.2833
H 0.9959 3.0651 4.6142
H -0.4730 3.2502 2.9145
H -0.0942 2.4249 1.3903
H 0.1650 4.1428 1.5150
H 5.0997 1.4883 0.7670
H 6.1022 2.3449 1.9570
H 5.2965 3.2152 0.6317
H 5.1622 2.4111 4.0086
C 0.9634 1.0500 -5.8499
C -0.0307 0.3397 -4.9647
C -1.2316 -0.1453 -5.4954
C -2.1174 -0.8124 -4.6621
C -3.4183 -1.3479 -5.2080
C -1.8260 -0.9924 -3.3144
C -0.6269 -0.5149 -2.7282
C 0.2519 0.1499 -3.6315
N -0.2384 -0.5945 -1.4329
C -0.9911 -1.3463 -0.4522
C -1.1490 -2.8422 -0.7888
C -1.8536 -3.5930 0.3470
C -3.2293 -2.9671 0.5999
C -3.0648 -1.4991 1.0075
C -2.2129 -1.4138 2.2767
C -0.8368 -2.0274 2.0039
C -1.0120 -3.5003 1.6228
C -0.1663 -1.2818 0.8485
C -2.3696 -0.7319 -0.1218
H 0.5264 1.2808 -6.8222
H 1.8492 0.4335 -6.0181
H 1.2992 1.9832 -5.3955
H -1.4644 -0.0032 -6.5452
H -3.5497 -1.0713 -6.2546
H -4.2704 -0.9595 -4.6459
H -3.4542 -2.4380 -5.1403
H -2.5677 -1.5002 -2.7136
H 1.2014 0.5171 -3.2451
H -0.1465 -3.2525 -0.9502
H -1.6975 -2.9788 -1.7220
H -1.9772 -4.6440 0.0658
H -3.7544 -3.5200 1.3869
H -3.8385 -3.0334 -0.3076
H -4.0492 -1.0593 1.1982
H -2.7017 -1.9460 3.1006
H -2.1039 -0.3681 2.5803
H -0.2131 -1.9480 2.8995
H -1.5004 -4.0405 2.4417
H -0.0358 -3.9666 1.4584
H 0.8267 -1.6985 0.6486
H -0.0313 -0.2282 1.1333
H -2.2071 0.3107 0.1722
H -3.0049 -0.7108 -1.0078
*
```

Calculated values
* calculated total energy: -1380.2983 hartree
* E_LUMO: 2.686 eV
* orbital gap: 6.4 eV
* energy above the lowest of the compared OMol25 structures with the same formula, charge and spin: 0.0 kcal/mol

These are the Mulliken partial charges, in e, on atoms 1 to 8:
1. Li 0.599
2. C -1.413
3. C 0.638
4. C -1.085
5. C 1.337
6. C -1.539
7. C -0.733
8. Te -0.369